Below is a molecular structure, C5H6N2O3S in a non-equilibrium geometry, with properties calculated with ωB97M-V/def2-TZVPD.

Last column: Löwdin charge in e.
CARTESIAN COORDINATES (ANGSTROEM)
C: 0.9388 -0.3479 -3.3839  -0.066
C: 0.7888 -0.1191 -1.9665  -0.351
C: -0.2254 0.4834 -0.3042  -0.475
C: -0.4744 1.1645 2.4432  -0.299
C: -0.8253 -0.3690 3.0858  -0.495
H: 1.6203 0.3340 -4.1579  0.148
H: 1.5369 -1.3122 -3.5918  0.108
H: -0.1342 -0.4176 -3.6670  0.099
H: 0.5368 1.7532 2.2938  0.101
H: -1.1037 1.9113 3.0951  0.087
H: 0.0057 -1.3491 1.4988  0.046
N: 0.7448 -1.2944 -1.0773  0.066
N: 0.0287 -0.9487 0.0734  0.015
O: -0.6087 -1.4881 2.3373  0.011
O: -1.5420 -0.3237 4.0943  0.040
O: 0.1872 1.0768 -1.5586  0.080
S: -1.4743 1.2467 0.7855  0.885

Forces on atoms 1 to 6 (eV/Å):
2.7 -0.4 -3.6
0.5 -4.0 2.4
-2.6 -2.0 3.9
-1.2 1.0 0.2
-1.5 1.0 0.3
-2.2 -0.8 2.5

Its spin multiplicity is 1. Its HOMO energy is -9.3 eV. The value obtained for the relative energy (zero: lowest compared OMol25 entry of this formula, charge and spin) is 617.6 kJ/mol. The frontier orbital gap is 8.335 eV. The strongest force on any atom comes out at 10.63 eV/Å.

Below is C5H6N2O5S in the gas phase in a non-equilibrium geometry, with properties calculated with ωB97M-V/def2-TZVPD.

Last column: Löwdin charge in e.
CARTESIAN COORDINATES (ANGSTROEM)
C: 2.5678 -2.0481 -0.1762  -0.057
C: 2.5181 -0.7603 0.1445  0.287
C: 0.2327 -2.2840 0.0887  -0.591
C: 3.1335 0.5860 0.1445  -0.580
C: -2.3866 -0.5499 -0.1474  -0.126
N: 0.2371 -1.0521 0.5107  0.007
N: 2.3752 1.6652 0.3439  0.209
O: -0.7177 -3.0243 -0.0853  0.083
O: 4.3230 0.5050 0.0726  0.132
O: -0.4140 1.2464 -0.0306  -0.337
O: -1.3784 0.3200 1.9601  -0.288
O: 1.5151 -2.8609 -0.0526  0.079
S: -0.9506 0.0753 0.6279  0.596
H: 3.4265 -2.6402 -0.3702  0.152
H: -3.2840 -0.2480 0.4455  0.094
H: -2.5091 -0.1554 -1.1182  0.054
H: -2.4021 -1.6506 -0.0982  0.067
H: 1.3903 1.7634 0.1635  0.060
H: 2.9842 2.5191 0.3012  0.158

Forces on atoms 1 to 6 (eV/Å):
-1.3 0.5 1.3
-2.1 -0.3 -0.3
-2.1 -1.9 0.4
-2.5 -0.6 0.7
-1.4 -1.0 0.9
3.2 1.9 -0.1

Its spin multiplicity is 1. Its HOMO energy is -10.3 eV. The value obtained for the relative energy (zero: lowest compared OMol25 entry of this formula, charge and spin) is 213.6 kJ/mol. The frontier orbital gap is 8.160 eV. The strongest force on any atom comes out at 3.75 eV/Å.

Below is C5H6N2S in the gas phase in a non-equilibrium geometry, with properties calculated with ωB97M-V/def2-TZVPD.

Last column: Löwdin charge in e.
CARTESIAN COORDINATES (ANGSTROEM)
C: 2.6985 -0.4403 -0.0535  0.004
C: 1.5416 -1.0177 0.0268  -0.147
N: 0.2901 -0.3487 -0.0141  -0.126
C: 0.0194 1.0041 -0.0363  -0.062
C: -1.3205 1.1249 -0.0582  -0.097
C: -1.8227 -0.1952 -0.0078  -0.773
S: -3.4900 -0.6884 -0.0993  0.786
N: -0.8915 -1.0873 0.0034  0.078
H: 2.8851 0.6117 -0.2017  0.052
H: 3.6105 -1.0342 -0.0902  0.060
H: 1.4516 -2.0942 -0.0512  0.116
H: 0.7955 1.7654 -0.0850  0.124
H: -1.8418 2.0872 -0.0350  0.109
H: -3.9257 0.3127 0.7020  -0.124

Forces on atoms 1 to 6 (eV/Å):
2.3 0.7 -0.3
-2.1 -0.6 -0.7
-0.4 -0.2 0.1
1.1 -1.0 -0.1
-0.7 1.4 0.3
-0.8 0.7 -0.3

Its spin multiplicity is 1. Its HOMO energy is -8.5 eV. The value obtained for the relative energy (zero: lowest compared OMol25 entry of this formula, charge and spin) is 168.3 kJ/mol. The frontier orbital gap is 9.431 eV. The strongest force on any atom comes out at 2.42 eV/Å.

Below is a molecular structure, C5H6N2S in a non-equilibrium geometry, with properties calculated with ωB97M-V/def2-TZVPD.

Last column: Löwdin charge in e.
CARTESIAN COORDINATES (ANGSTROEM)
C: -1.5648 0.9262 -0.2260  -0.443
C: -0.2771 -1.0325 0.2359  -0.453
C: 1.8490 -0.3582 -0.0740  -0.126
C: 1.1701 0.8006 0.0460  -0.049
C: -0.2415 0.4796 0.4715  -0.296
H: -1.9349 1.9077 0.1740  0.093
H: -1.4172 1.0219 -1.3415  0.090
H: 1.2996 -2.3018 -0.4507  0.162
H: 2.8581 -0.4041 -0.4308  0.111
H: 1.5898 1.8003 -0.0745  0.102
H: -0.3886 0.7176 1.5158  0.136
N: -1.3578 -1.6059 -0.0287  -0.235
N: 1.0442 -1.4709 0.1161  0.066
S: -2.6287 -0.4803 0.0670  0.842

Forces on atoms 1 to 6 (eV/Å):
1.4 1.4 -0.9
1.2 1.1 -0.2
-0.7 2.1 -0.6
0.1 0.1 -0.1
-0.6 -0.1 -0.6
0.1 -1.1 -0.3

Its spin multiplicity is 1. Its HOMO energy is -7.8 eV. The value obtained for the relative energy (zero: lowest compared OMol25 entry of this formula, charge and spin) is 144.3 kJ/mol. The frontier orbital gap is 8.753 eV. The strongest force on any atom comes out at 2.28 eV/Å.

Below is C5H6N2Se in the gas phase in a non-equilibrium geometry, with properties calculated with ωB97M-V/def2-TZVPD.

Last column: Löwdin charge in e.
CARTESIAN COORDINATES (ANGSTROEM)
C: -1.9059 -1.7200 0.6462  -0.437
Se: -2.4891 -0.0659 -0.2728  0.947
C: -0.6574 0.5778 -0.4853  -0.669
N: 0.3501 0.0229 0.1431  0.055
C: 1.4986 0.6892 -0.0233  -0.127
C: 1.6792 1.8184 -0.8095  -0.013
C: 0.4621 2.1855 -1.5030  -0.137
N: -0.6859 1.6466 -1.2819  0.015
H: -2.2917 -2.6784 0.2108  0.020
H: -0.7742 -1.6206 0.7045  0.010
H: -2.3423 -1.7740 1.7110  0.033
H: 2.3716 0.4895 0.5739  0.106
H: 2.5264 2.3608 -0.8739  0.056
H: 0.3652 2.8340 -2.4540  0.139

Forces on atoms 1 to 6 (eV/Å):
-0.4 -0.7 1.8
1.2 -1.0 0.4
-2.2 -0.4 0.6
0.4 0.5 -0.4
1.1 1.7 0.2
-5.4 -1.8 -0.7

Its spin multiplicity is 1. Its HOMO energy is -8.4 eV. The value obtained for the relative energy (zero: lowest compared OMol25 entry of this formula, charge and spin) is 0.0 kJ/mol. The frontier orbital gap is 8.929 eV. The strongest force on any atom comes out at 5.72 eV/Å.

Below is a gas-phase ion, C5H6N3O2S (charge -1) in a non-equilibrium geometry, with properties calculated with ωB97M-V/def2-TZVPD.

Last column: Löwdin charge in e.
CARTESIAN COORDINATES (ANGSTROEM)
C: 0.8416 -1.8113 0.4282  -0.057
C: 0.7362 -0.2786 -0.1700  -0.674
S: 1.3155 -0.0674 -1.8316  0.651
C: 1.6064 0.7179 0.8674  -0.646
O: 1.5712 0.4905 2.0357  0.051
O: 2.1829 1.6245 0.1742  -0.101
N: -0.6466 0.1948 -0.1479  -0.138
C: -1.1181 1.2741 -0.7808  -0.214
N: -2.4277 1.3469 -0.7272  0.053
C: -2.7366 0.2927 0.0224  -0.276
N: -1.6890 -0.4300 0.4334  0.095
H: 0.2475 -2.5581 -0.0616  0.056
H: 1.7837 -2.1604 0.3444  0.020
H: 0.5812 -1.7328 1.4480  0.044
H: 2.0031 1.0963 -1.1027  -0.040
H: -0.5292 1.7477 -1.5014  0.074
H: -3.7220 0.2531 0.5693  0.104

Forces on atoms 1 to 6 (eV/Å):
-2.7 3.3 -1.1
0.5 -2.2 1.9
1.1 0.2 -0.3
-0.6 -0.3 -3.7
0.0 -0.1 1.9
0.2 -0.1 0.4

Its spin multiplicity is 1. Its HOMO energy is -4.9 eV. The value obtained for the relative energy (zero: lowest compared OMol25 entry of this formula, charge and spin) is 129.2 kJ/mol. The frontier orbital gap is 8.323 eV. Its net charge is -1. The strongest force on any atom comes out at 4.36 eV/Å.

Below is a gas-phase ion, C5H6N3S (charge +1) in a non-equilibrium geometry, with properties calculated with ωB97M-V/def2-TZVPD.

Last column: Löwdin charge in e.
CARTESIAN COORDINATES (ANGSTROEM)
C: 1.2418 -0.3389 2.3982  -0.319
C: -0.2350 -1.2192 0.7217  -0.021
C: 0.9438 0.9686 0.1212  -0.533
C: -0.0927 0.4300 -1.8977  0.065
C: -1.3768 -0.5825 0.0514  -0.146
N: 0.3423 -1.0501 1.8239  -0.017
N: -0.8063 -0.5480 -1.3133  0.050
N: 0.6492 1.3288 -1.0600  0.024
S: 1.7999 1.1782 1.4598  1.057
H: 1.6359 -0.4351 3.3916  0.075
H: -0.0797 0.4435 -2.9666  0.154
H: -2.3411 -1.2314 -0.0448  0.176
H: -1.5780 0.3420 0.5662  0.123
H: -0.9016 -1.4705 -1.7327  0.169
H: 0.7982 2.1848 -1.5188  0.143

Forces on atoms 1 to 6 (eV/Å):
-1.0 0.0 -1.0
2.2 0.3 1.3
0.9 -1.9 3.3
-1.0 -1.5 3.6
-0.8 -1.6 0.7
0.0 0.6 -0.3

Its spin multiplicity is 1. Its HOMO energy (spin up / spin down) is -11.8 / -11.8 eV. The value obtained for the relative energy (zero: lowest compared OMol25 entry of this formula, charge and spin) is 516.5 kJ/mol. The frontier orbital gap (spin up / spin down) is 6.512 / 6.510 eV. Its net charge is +1. The strongest force on any atom comes out at 4.65 eV/Å.

Below is a molecular structure, C5H6N4 in a non-equilibrium geometry, with properties calculated with ωB97M-V/def2-TZVPD.

Last column: Löwdin charge in e.
CARTESIAN COORDINATES (ANGSTROEM)
C: -1.3995 1.8706 0.4360  -0.015
C: -0.9773 -0.6801 -0.8857  -0.104
C: 1.2230 -0.4063 -0.0195  -0.234
C: 1.5437 -1.3801 1.0438  0.162
C: 2.4162 0.4287 -0.4693  -0.190
H: -2.3427 1.2984 0.1735  0.053
H: -1.3366 2.9161 0.8006  0.069
H: -0.2504 -1.3507 -1.7914  0.210
H: -2.8539 -1.1719 -0.9903  -0.042
H: 0.9333 -2.0464 1.3958  -0.014
H: 2.6725 -1.6052 1.2238  0.106
N: -0.2437 1.2880 0.5578  0.015
N: -0.1248 0.1385 -0.0517  -0.228
N: -2.3343 -0.5548 -0.5191  0.067
N: 3.0744 1.2550 -0.9045  0.144

Forces on atoms 1 to 6 (eV/Å):
0.3 0.2 1.5
-3.2 1.2 1.7
2.7 -1.8 5.7
5.1 5.9 -6.6
-3.4 -1.1 0.4
1.4 1.2 0.0

Its spin multiplicity is 1. Its HOMO energy is -9.0 eV. The value obtained for the relative energy (zero: lowest compared OMol25 entry of this formula, charge and spin) is 549.3 kJ/mol. The frontier orbital gap is 8.433 eV. The strongest force on any atom comes out at 10.22 eV/Å.

Below is C5H6N4 in the gas phase in a non-equilibrium geometry, with properties calculated with ωB97M-V/def2-TZVPD.

Last column: Löwdin charge in e.
CARTESIAN COORDINATES (ANGSTROEM)
C: -2.0567 -1.1834 0.1049  -0.190
C: 0.5260 1.2485 -0.0186  -0.155
C: -1.9586 1.2081 0.2481  -0.124
C: 0.4130 -1.1956 -0.0475  -0.083
C: 2.4664 -0.0910 0.0340  -0.089
N: -0.8175 -1.4690 0.1351  0.090
N: -0.7234 1.5742 0.0619  0.068
N: -2.5496 0.0551 -0.1704  0.019
N: 1.0544 -0.0095 0.0797  -0.153
H: -2.7151 -1.8607 0.4166  0.082
H: 1.2364 2.0407 -0.4960  0.164
H: 3.0307 0.6946 0.4203  0.067
H: 2.9441 -0.9835 0.5322  0.119
H: 2.6958 -0.0539 -0.9550  0.058
H: -3.5461 0.0253 -0.3453  0.128

Forces on atoms 1 to 6 (eV/Å):
2.9 2.0 -1.3
-0.1 1.7 -1.4
0.7 2.0 -0.1
-0.1 -0.7 -0.7
1.7 -2.1 1.4
0.9 0.1 0.5

Its spin multiplicity is 1. Its HOMO energy (spin up / spin down) is -7.1 / -6.9 eV. The value obtained for the relative energy (zero: lowest compared OMol25 entry of this formula, charge and spin) is 566.4 kJ/mol. The frontier orbital gap (spin up / spin down) is 7.039 / 6.762 eV. The strongest force on any atom comes out at 4.07 eV/Å.

Below is C5H6N4O2 in the gas phase in a non-equilibrium geometry, with properties calculated with ωB97M-V/def2-TZVPD.

Last column: Löwdin charge in e.
CARTESIAN COORDINATES (ANGSTROEM)
C: -1.5439 1.3565 0.1957  -0.011
C: -2.8415 0.9497 -0.0828  -0.149
C: -0.8223 0.1453 0.1163  -0.350
C: 1.0157 -1.4129 0.0561  -0.086
C: 1.9584 -0.6290 -0.8367  0.059
N: -2.8003 -0.2967 -0.5670  -0.017
N: -1.6887 -0.8448 -0.3660  0.036
N: 0.3716 -0.1778 0.4824  0.092
N: 2.8874 0.2080 -0.2500  -0.404
O: 3.7716 0.8444 -0.8820  0.049
O: 2.9002 0.2876 0.9806  -0.002
H: -1.0963 2.3253 0.4536  0.110
H: -3.8122 1.5914 0.0934  0.143
H: 0.1160 -1.9272 -0.4403  0.138
H: 1.4062 -1.8379 0.9643  0.124
H: 1.7940 -0.6414 -1.8627  0.117
H: 1.1307 0.3329 1.0147  0.153

Forces on atoms 1 to 6 (eV/Å):
-0.4 0.9 0.7
-0.2 4.5 0.8
-1.9 0.4 -0.2
-1.3 0.6 -0.8
-0.4 -1.3 1.4
-2.7 -2.1 -0.1

Its spin multiplicity is 1. Its HOMO energy (spin up / spin down) is -8.6 / -9.7 eV. The value obtained for the relative energy (zero: lowest compared OMol25 entry of this formula, charge and spin) is 782.7 kJ/mol. The frontier orbital gap (spin up / spin down) is 6.037 / 7.697 eV. The strongest force on any atom comes out at 4.54 eV/Å.

Below is C5H6N4O2S in the gas phase in a non-equilibrium geometry, with properties calculated with ωB97M-V/def2-TZVPD.

Last column: Löwdin charge in e.
CARTESIAN COORDINATES (ANGSTROEM)
C: 1.7437 0.9982 -0.4802  0.019
N: 1.0427 -0.2446 -0.0465  -0.067
C: 1.5581 -1.4827 0.1629  -0.127
N: 0.6256 -2.3486 0.4811  0.151
C: -0.5761 -1.6650 0.3043  -0.378
C: -0.3363 -0.4082 -0.0076  -0.242
S: -1.6518 0.7750 -0.0728  0.787
O: -1.9667 1.3631 1.1899  -0.270
O: -1.4204 1.8127 -1.1722  -0.354
N: -2.8136 -0.3880 -0.6258  -0.017
C: -2.7459 -1.7319 -0.2303  -0.196
N: -1.7698 -2.2668 0.3575  0.126
H: 0.8745 1.5685 -0.6742  0.044
H: 2.4081 1.5013 0.2719  0.111
H: 2.3265 0.9292 -1.3855  0.087
H: 2.5511 -1.7155 -0.0525  0.118
H: -3.5669 -0.0789 -1.0731  0.055
H: -3.6729 -2.3198 -0.5257  0.151

Forces on atoms 1 to 6 (eV/Å):
-0.1 -0.3 1.1
1.3 0.9 -0.8
-2.4 0.4 0.5
-0.4 -0.2 -0.7
1.5 -2.1 1.3
0.2 3.5 -0.3

Its spin multiplicity is 1. Its HOMO energy is -9.3 eV. The value obtained for the relative energy (zero: lowest compared OMol25 entry of this formula, charge and spin) is 220.8 kJ/mol. The frontier orbital gap is 9.801 eV. The strongest force on any atom comes out at 6.03 eV/Å.

Below is C5H6N4O3 in the gas phase in a non-equilibrium geometry, with properties calculated with ωB97M-V/def2-TZVPD.

Last column: Löwdin charge in e.
CARTESIAN COORDINATES (ANGSTROEM)
C: -1.8825 1.0331 0.3093  0.000
N: -1.1724 -0.1955 -0.0385  -0.083
C: -1.7677 -1.3343 -0.4290  -0.158
N: -0.8942 -2.3287 -0.5495  0.083
C: 0.2990 -1.7237 -0.3899  -0.116
C: 0.1665 -0.4352 -0.0050  -0.167
C: 1.3331 0.6194 0.2737  -0.121
N: 1.2706 1.0240 -1.1774  0.048
O: 0.7927 2.1246 -1.3270  0.020
N: 2.5991 0.0346 0.6255  -0.363
O: 3.3569 0.7735 1.2169  0.101
O: 2.8849 -1.0991 0.3431  0.112
H: -2.0938 1.3990 1.3714  0.119
H: -1.3735 1.8294 -0.1570  0.054
H: -2.8916 0.8042 -0.0381  0.090
H: -2.8817 -1.5466 -0.4007  0.153
H: 1.1509 -2.3152 -0.5955  0.101
H: 1.1037 1.3365 0.9678  0.127

Forces on atoms 1 to 6 (eV/Å):
-1.4 -0.6 1.0
-0.7 1.4 1.2
-1.4 -2.1 1.0
-1.1 1.0 -0.9
0.4 -1.6 -0.1
2.3 0.9 1.2

Its spin multiplicity is 1. Its HOMO energy is -9.5 eV. The value obtained for the relative energy (zero: lowest compared OMol25 entry of this formula, charge and spin) is 382.7 kJ/mol. The frontier orbital gap is 8.563 eV. The strongest force on any atom comes out at 5.42 eV/Å.

What is the strongest force on any atom in the seventh record?
4.65 eV/Å